No. 1
Computed, not measured: a structure of composition C5H15N3O, with ωB97M-V/def2-TZVPD.

Output
Frontier orbital gap = 7.74 eV
Charge = 0
LUMO = 0.63 eV

Atoms and positions in Å:
C  -1.730  -0.780  0.261
N  -1.039  2.406  1.204
O  -0.621  1.089  1.473
H  -2.017  2.367  0.912
H  -0.510  2.740  0.391
H  -1.521  -0.962  1.309
H  -2.389  0.066  0.094
H  -2.022  -1.715  -0.220
C  -0.434  0.041  -1.916
C  0.477  -1.911  -0.760
C  1.623  -0.079  1.465
N  -0.183  -0.610  -0.627
C  0.834  0.620  0.389
N  1.285  1.642  -0.243
H  2.157  1.975  0.167
H  0.529  0.338  -2.338
H  -1.012  0.953  -1.793
H  -0.243  -2.688  -1.022
H  1.278  -1.916  -1.505
H  0.928  -2.213  0.184
H  -0.883  -0.655  -2.627
H  0.980  -0.749  2.036
H  2.468  -0.612  1.018
H  2.045  0.655  2.149

---

No. 2
Computed, not measured: a cluster of 2 separate species, C5H15N3O2 in total, with ωB97M-V/def2-TZVPD.

Output
Structure (SMILES) = CN(N)C(N)=O.CCCO
Frontier orbital gap = 10.00 eV
Charge = 0
LUMO = 0.54 eV

Atoms and positions in Å:
C  -1.179  -1.893  1.385
N  -0.259  -0.789  1.563
N  -0.762  0.305  2.281
C  0.981  -0.813  1.010
N  1.775  0.286  1.292
O  1.343  -1.694  0.243
H  -1.033  -2.348  0.411
H  -1.014  -2.647  2.150
H  -2.182  -1.502  1.474
H  -0.586  1.173  1.780
H  -0.355  0.367  3.215
H  1.702  0.712  2.204
H  2.720  0.189  0.956
C  0.135  2.195  -1.404
C  0.415  0.794  -1.931
C  -0.799  -0.125  -1.781
O  -0.491  -1.480  -1.977
H  -0.168  2.158  -0.355
H  -0.669  2.663  -1.969
H  1.026  2.818  -1.487
H  1.251  0.358  -1.379
H  0.709  0.841  -2.985
H  -1.559  0.121  -2.528
H  -1.242  0.029  -0.785
H  0.240  -1.718  -1.382

---

No. 3
Computed, not measured: a structure of composition C5H15N4O2Pt, with ωB97M-V/def2-TZVPD.

Output
Frontier orbital gap = 9.79 eV
Charge = +1
LUMO = -3.25 eV

Atoms and positions in Å:
Pt  -0.381  0.665  -0.760
N  -1.882  2.070  -0.950
N  -1.314  3.140  -1.702
C  -0.179  2.852  -2.506
O  0.135  3.607  -3.378
O  0.461  1.754  -2.160
H  -2.689  1.675  -1.433
H  -2.198  2.451  -0.061
H  -1.988  3.744  -2.152
N  1.320  -0.481  -0.942
C  2.001  -1.147  0.202
C  1.143  -2.272  0.778
C  0.356  -1.920  2.044
C  -0.405  -0.606  2.004
N  -1.243  -0.479  0.765
H  1.147  -1.181  -1.661
H  1.958  0.188  -1.379
H  2.229  -0.385  0.946
H  2.950  -1.541  -0.161
H  1.783  -3.122  1.012
H  0.472  -2.636  -0.008
H  1.043  -1.865  2.891
H  -0.335  -2.736  2.268
H  0.271  0.248  2.027
H  -1.051  -0.533  2.878
H  -2.142  -0.084  1.026
H  -1.463  -1.408  0.414

---

No. 4
Computed, not measured: a structure of composition C5H15N7OPtSbSe4, with ωB97M-V/def2-TZVPD.

Output
Frontier orbital gap (alpha / beta) = 5.14 / 5.61 eV
2S+1 = 3
Charge = -1
LUMO (alpha / beta) = 2.09 / 1.56 eV
Expectation value of S² = 2.0169

Atoms and positions in Å:
Pt  -0.067  0.192  -0.409
C  4.376  -0.553  0.621
N  4.019  0.834  0.403
C  5.148  1.675  0.037
C  2.787  1.074  -0.205
N  2.069  0.196  -0.799
N  2.349  2.377  -0.035
C  1.104  2.882  -0.375
N  0.819  4.081  0.268
N  0.373  2.322  -1.269
H  5.158  -0.589  1.380
H  4.752  -1.045  -0.286
H  3.512  -1.100  0.996
H  5.844  1.736  0.876
H  4.818  2.678  -0.220
H  5.688  1.265  -0.828
H  2.501  -0.714  -0.887
H  2.797  2.851  0.731
H  1.118  4.106  1.232
H  -0.157  4.322  0.200
H  -0.487  2.823  -1.456
Se  -3.436  -1.705  2.821
Sb  -2.361  -2.099  0.660
Se  -2.406  0.099  -0.771
Se  0.204  -1.952  0.891
Se  -3.083  -4.028  -0.602
N  -0.444  0.166  3.588
C  -0.655  1.077  2.610
N  -1.942  1.496  2.469
O  0.271  1.550  1.932
H  -1.234  -0.410  3.855
H  0.440  -0.307  3.540
H  -2.664  0.860  2.792
H  -2.143  1.945  1.593

---

No. 5
Computed, not measured: a cluster of 2 separate species, C5H15NO in total, with ωB97M-V/def2-TZVPD.

Output
Structure (SMILES) = CCN(C)CC.O
Frontier orbital gap = 8.99 eV
Charge = 0
LUMO = 0.88 eV

Atoms and positions in Å:
C  -2.052  1.635  -0.484
C  -1.816  0.255  0.420
N  -0.271  -0.024  0.286
C  0.195  -0.893  1.354
C  0.935  0.826  -0.288
C  2.345  0.213  -0.012
H  -2.893  2.194  0.087
H  -1.265  2.317  -0.362
H  -1.953  1.325  -1.582
H  -2.292  -0.722  0.197
H  -2.155  0.562  1.360
H  0.444  -0.667  2.337
H  0.950  -1.635  1.013
H  -0.603  -1.621  1.514
H  0.773  1.851  0.245
H  0.612  1.016  -1.395
H  3.109  0.833  -0.511
H  2.403  -0.858  -0.243
H  2.645  0.236  0.995
O  0.425  -2.081  -1.952
H  0.037  -1.658  -1.175
H  0.426  -3.104  -1.802

---

Respective E values: -11940.384 -13993.473 -18725.471 -289081.124 -8962.749 eV.